[1]
{
  "formula": "C36H74HgN4O4",
  "method": "wB97M-V/def2-TZVPD",
  "symbols": ["Hg", "C", "C", "C", "C", "C", "C", "N", "O", "C", "C", "C", "H", "H", "H", "H", "H", "H", "H", "H", "H", "H", "H", "H", "H", "H", "H", "H", "H", "H", "C", "C", "C", "C", "C", "C", "N", "O", "C", "C", "C", "H", "H", "H", "H", "H", "H", "H", "H", "H", "H", "H", "H", "H", "H", "H", "H", "H", "H", "C", "C", "C", "C", "C", "C", "N", "O", "C", "C", "C", "H", "H", "H", "H", "H", "H", "H", "H", "H", "H", "H", "H", "H", "H", "H", "H", "H", "H", "H", "C", "C", "C", "C", "C", "C", "N", "O", "C", "C", "C", "H", "H", "H", "H", "H", "H", "H", "H", "H", "H", "H", "H", "H", "H", "H", "H", "H", "H", "H"],
  "positions_angstrom": [[-0.20128, -0.14656, -0.14336], [-1.23715, 4.18813, 1.57914], [-2.58556, 3.87371, 0.79591], [-3.03806, 5.30042, 0.38097], [-4.21588, 5.28157, -0.59366], [-3.60375, 4.46922, -1.85677], [-3.19435, 2.99730, -1.55667], [-2.24875, 2.97248, -0.35075], [-1.85701, 1.62688, 0.08561], [-2.35108, 2.68869, -2.82758], [-4.45335, 2.09414, -1.37218], [-3.61090, 3.23634, 1.85225], [-1.39370, 4.72152, 2.51674], [-0.52098, 4.76438, 0.99336], [-0.74655, 3.24257, 1.81007], [-2.27484, 5.90718, -0.10631], [-3.37054, 5.93573, 1.20190], [-4.50938, 6.28812, -0.89167], [-5.04743, 4.77288, -0.10595], [-2.84256, 5.07961, -2.34269], [-4.43286, 4.53216, -2.56155], [-1.46799, 3.31969, -2.92802], [-2.81459, 3.11114, -3.71909], [-2.07808, 1.64382, -2.97532], [-5.11397, 2.40370, -0.56234], [-4.09174, 1.07249, -1.25569], [-5.06789, 2.13431, -2.27153], [-3.70819, 3.90489, 2.70763], [-3.06876, 2.40886, 2.30991], [-4.56393, 2.89038, 1.45203], [4.65004, -0.54898, 1.61736], [3.66005, -1.00560, 2.70968], [4.24488, -0.50344, 4.09120], [3.19380, -0.63426, 5.21929], [2.05669, 0.30251, 4.87374], [1.34577, -0.06246, 3.58588], [2.38432, -0.25966, 2.50917], [1.76389, -0.58362, 1.27295], [0.48934, 1.20610, 3.26258], [0.36614, -1.12980, 3.81566], [3.60832, -2.56807, 2.72455], [4.58274, 0.52441, 1.44019], [4.41413, -1.02946, 0.66784], [5.67444, -0.83764, 1.85271], [4.71483, 0.48005, 4.08745], [5.03265, -1.22403, 4.31091], [3.69952, -0.44748, 6.16663], [2.98127, -1.68832, 5.39787], [2.53967, 1.27758, 4.93744], [1.34504, 0.37684, 5.69601], [-0.18941, 1.26609, 4.11334], [-0.21573, 1.07949, 2.44103], [1.00884, 2.15135, 3.10534], [-0.22075, -0.95169, 4.71673], [0.85078, -2.10420, 3.87686], [-0.30880, -1.16127, 2.96035], [3.38425, -3.03065, 1.76334], [2.73415, -2.87957, 3.29629], [4.50902, -3.02761, 3.13161], [-1.69810, -4.55629, 1.23411], [-0.70902, -3.93419, 0.29844], [-0.44081, -4.98070, -0.81043], [-1.60988, -5.17421, -1.81320], [-2.06407, -3.80163, -2.34688], [-2.48751, -2.79983, -1.25697], [-1.30612, -2.76296, -0.32314], [-1.52401, -1.82849, 0.74426], [-2.72785, -1.41223, -1.93184], [-3.80409, -3.20241, -0.61494], [0.58013, -3.64012, 1.00513], [-1.26403, -5.42774, 1.72427], [-2.51555, -4.92220, 0.61283], [-2.03462, -3.84213, 1.98564], [0.47614, -4.86125, -1.38752], [-0.27505, -5.96793, -0.37914], [-2.50283, -5.60485, -1.36011], [-1.21854, -5.75782, -2.64648], [-2.80803, -3.96071, -3.12748], [-1.18603, -3.32028, -2.77754], [-1.81059, -0.92316, -2.25981], [-3.44585, -1.52777, -2.74377], [-3.08597, -0.76509, -1.13117], [-3.91249, -4.28395, -0.53358], [-4.06764, -2.72200, 0.32731], [-4.71810, -2.92855, -1.14191], [0.32126, -3.00178, 1.84987], [1.26358, -3.06151, 0.38367], [1.19767, -4.46589, 1.35848], [-2.07640, -2.30531, 1.36805], [2.23389, -0.33596, -4.39130], [1.97494, -0.61319, -2.91201], [3.32780, -0.93978, -2.16986], [4.24797, 0.25641, -1.84629], [3.49273, 1.49011, -1.22900], [2.05983, 1.73571, -1.81627], [1.32552, 0.45330, -2.08533], [0.05582, 0.65288, -2.42700], [1.34255, 2.44028, -0.69111], [2.11021, 2.72324, -3.12120], [1.02690, -1.87828, -2.87420], [1.48140, 0.29346, -4.86634], [2.31542, -1.25978, -4.96402], [3.21131, 0.11691, -4.55756], [3.13154, -1.61190, -1.33449], [3.78168, -1.54279, -2.95630], [4.74764, 0.41519, -2.80192], [4.99940, -0.04574, -1.11678], [4.10753, 2.36397, -1.44461], [3.57647, 1.40982, -0.14519], [0.36712, 2.79424, -1.02479], [1.45254, 1.93838, 0.27020], [1.87196, 3.37165, -0.49013], [2.56767, 2.38242, -4.04999], [1.10842, 3.08734, -3.34912], [2.48837, 3.73877, -3.00370], [1.63419, -2.71741, -3.21356], [0.11946, -1.75731, -3.46582], [0.60057, -2.07070, -1.88967], [0.10478, 1.14938, -3.24718]],
  "atomic_forces_ev_per_a": [[0.61, 1.26, 1.51], [-0.45, -1.22, -0.30], [0.61, 0.27, 1.16], [-1.36, 0.29, -0.70], [2.14, -1.47, -1.03], [-2.51, 1.10, 1.68], [0.95, 0.99, 0.75], [0.16, 0.30, -0.54], [-1.43, 1.55, -0.32], [-0.20, -0.09, -0.24], [0.88, 0.25, -0.83], [1.75, 0.32, -0.28], [-0.32, 0.06, 0.05], [-0.24, 0.05, -0.33], [-0.05, -0.07, 0.04], [0.55, -0.42, -0.02], [0.33, -0.45, 0.80], [-0.09, 0.00, -0.06], [-0.22, -0.12, -0.38], [0.48, -0.13, 0.47], [-0.05, -0.76, -0.49], [0.54, -0.21, 1.12], [-1.01, -0.67, -0.24], [-0.14, 0.02, 0.09], [0.38, -0.04, 0.19], [-0.22, 0.07, 0.35], [0.00, -0.03, -0.28], [-0.51, 0.45, -0.19], [-0.17, -0.48, -0.41], [0.11, 0.19, 0.02], [-0.50, -0.41, -0.33], [-0.08, 1.17, 0.71], [-0.58, -1.81, -0.01], [1.26, -0.32, -0.31], [0.65, -0.36, 1.66], [1.88, 2.72, -1.03], [-0.48, 0.44, -0.04], [0.48, -0.47, 0.16], [-0.45, -0.69, -0.07], [-0.79, -1.76, -0.35], [-1.06, 0.32, -0.04], [0.06, 0.03, 0.32], [-0.19, -0.06, 0.02], [0.14, 0.03, 0.26], [-0.36, 0.18, -0.37], [0.40, 0.07, 0.10], [-0.08, 0.86, 0.23], [-0.71, -0.23, -0.65], [-0.18, 0.38, -0.90], [-0.37, -0.31, 0.05], [0.01, 0.54, 0.34], [0.30, -0.24, -0.42], [0.34, -0.21, 0.19], [-0.02, -0.02, 0.06], [-0.07, -0.14, 0.22], [-0.08, -0.15, -0.02], [0.32, 0.43, -0.38], [0.18, -0.07, 0.49], [0.07, 0.09, 0.06], [-0.44, -0.97, 0.19], [0.21, -2.15, -1.58], [-0.80, -0.91, -0.65], [0.30, 1.55, 0.28], [0.92, -0.20, 0.20], [0.08, -0.17, -0.51], [-0.01, 1.45, -0.18], [-0.97, -1.10, -0.48], [0.68, -0.46, 1.30], [-1.27, -0.53, 0.32], [0.54, 1.46, 0.28], [0.06, 0.12, 0.26], [-0.20, 0.06, 0.63], [-0.19, -0.38, 0.23], [0.06, 0.85, 0.03], [0.00, -0.01, 0.60], [0.26, -0.67, 0.00], [-0.40, -0.31, 0.03], [-0.24, 0.38, 0.09], [-0.03, -0.10, -0.44], [0.06, -0.29, -0.27], [-0.04, 0.07, 0.09], [-0.33, 0.25, -0.24], [0.09, 0.02, 0.37], [0.74, -0.11, 0.45], [0.33, 0.29, -0.96], [0.52, 0.03, 0.08], [-0.16, 0.34, -0.07], [-0.66, -0.57, -0.04], [-0.53, 0.16, 0.55], [0.58, 0.49, -0.31], [-0.49, -0.39, 1.67], [-0.93, -0.37, -0.89], [-1.16, -0.19, 0.07], [0.89, -1.08, -1.71], [1.04, 0.45, -0.33], [4.42, -0.59, 0.21], [-2.07, 1.01, -2.07], [0.09, 1.62, -0.37], [-0.71, -0.13, 0.71], [0.58, 0.94, 0.45], [-0.13, -0.02, 0.01], [-0.36, -0.22, 0.13], [0.00, 0.46, 0.13], [-0.17, 0.34, 0.28], [0.69, -0.34, 0.23], [0.20, 0.84, 0.09], [0.11, -0.13, -0.21], [-0.14, 0.27, -0.23], [-0.96, -0.31, -0.06], [-0.50, -0.53, 0.70], [-0.71, -0.52, -0.23], [0.37, 0.33, -0.23], [0.00, -0.55, 0.23], [-0.68, -0.76, -0.25], [0.93, -0.19, 0.99], [-0.22, -0.21, -0.08], [0.32, 0.15, -0.59], [0.52, -0.01, 0.33], [-0.63, 0.51, -0.72]],
  "mulliken_charge": [2.4580, -1.5170, 1.4568, -1.3192, -0.7635, -1.6423, 1.9038, 0.1725, -0.2812, -1.4975, -0.8926, -1.4091, 0.4615, 0.3545, -0.0595, 0.3696, 0.4390, 0.4239, 0.3280, 0.4432, 0.4520, 0.3056, 0.4427, -0.1127, 0.3268, -0.2731, 0.4385, 0.4593, 0.0931, 0.2392, -1.7438, 1.3365, -1.1764, -0.7896, -1.3313, 1.7877, -0.0181, -0.0213, -2.1712, -1.6800, -1.4746, 0.4468, -0.0572, 0.4299, 0.3170, 0.4698, 0.4251, 0.3418, 0.3704, 0.5228, 0.4706, -0.0128, 0.5109, 0.5431, 0.2483, -0.1021, 0.1381, 0.3568, 0.3500, -1.6072, 1.8128, -1.3517, -0.9259, -0.7876, 1.8906, 1.5388, -0.6011, -2.2902, -2.0011, -2.1139, 0.4790, 0.3918, 0.3278, 0.4054, 0.4287, 0.3490, 0.4999, 0.4123, 0.0539, -0.3900, 0.7693, 0.2735, 0.3726, 0.3130, 0.4966, 0.1624, -0.1509, 0.5817, 0.1744, -1.8027, 1.6357, -1.1503, -1.0702, -1.0847, 2.1091, 0.5752, 0.0068, -2.5306, -1.5331, -2.1015, 0.1757, 0.4844, 0.4451, 0.0725, 0.4933, 0.4694, 0.6007, 0.3940, 0.1354, -0.2521, 0.1926, 0.7089, 0.3679, 0.2602, 0.4359, 0.5479, 0.4453, -0.0313, 0.1993],
  "homo_energy_ev": [-2.254, -2.701],
  "multiplicity": 2,
  "lumo_ev": [2.53, 2.50],
  "energy_ha": -2089.12975,
  "molar_mass_da": 827.6,
  "homo_lumo_gap_ev": [4.79, 5.21],
  "total_charge": -1
}

***

[2]
{
  "formula": "C20H39Cr2I2O3PS2",
  "method": "wB97M-V/def2-TZVPD",
  "symbols": ["I", "I", "Cr", "Cr", "S", "S", "C", "C", "C", "C", "C", "C", "C", "C", "C", "C", "C", "O", "O", "O", "H", "H", "H", "H", "H", "H", "H", "H", "H", "H", "H", "H", "H", "H", "H", "H", "H", "H", "C", "C", "C", "P", "C", "C", "C", "C", "C", "C", "H", "H", "H", "H", "H", "H", "H", "H", "H", "H", "H", "H", "H", "H", "H", "H", "H", "H", "H", "H", "H"],
  "positions_angstrom": [[-1.16292, -4.11831, -1.97362], [0.10734, -2.44984, -3.88514], [0.49241, -0.12143, -2.48986], [0.72759, 0.20173, -0.24192], [2.01476, -1.27363, -1.29726], [-1.24405, -0.23285, -1.19054], [1.58584, 1.83181, -0.16867], [3.92281, -1.24379, -2.02660], [-3.14736, -0.15368, -2.10558], [3.94761, -0.96109, -3.51332], [4.69600, -0.23012, -1.20447], [4.34929, -2.68718, -1.79805], [-2.97383, -0.51359, -3.55602], [-3.61811, 1.26995, -1.91402], [-3.92009, -1.19503, -1.33040], [1.73963, 1.20692, -2.95166], [-0.34426, 1.43317, -3.27701], [2.43628, 2.61342, 0.06220], [2.44511, 2.10041, -3.26275], [-0.81355, 2.48073, -3.54276], [3.67609, 0.06856, -3.75889], [3.26630, -1.63939, -4.03981], [4.96871, -1.13741, -3.88735], [4.32560, 0.78847, -1.37973], [5.76910, -0.24699, -1.46649], [4.60389, -0.44490, -0.13255], [4.27033, -2.97967, -0.74356], [5.38718, -2.83840, -2.12315], [3.70808, -3.35045, -2.38922], [-3.95864, -0.46648, -4.03690], [-2.57241, -1.52517, -3.68099], [-2.30734, 0.18498, -4.06659], [-4.69518, 1.31753, -2.13931], [-3.08747, 1.94493, -2.59469], [-3.46102, 1.64814, -0.89893], [-4.94396, -1.24703, -1.72031], [-3.98645, -0.97935, -0.26029], [-3.44828, -2.18292, -1.44313], [-1.14164, 2.86528, 0.86062], [-0.48055, 2.21642, 2.09680], [-1.24377, 2.51905, 3.39883], [-0.16824, 0.41666, 1.80031], [1.30393, -0.04112, 2.80832], [1.08523, 0.15878, 4.30990], [1.76403, -1.46499, 2.45259], [-1.65839, -0.63793, 2.14989], [-1.70191, -1.32260, 3.52771], [-2.97487, 0.10443, 1.87224], [-2.21477, 2.62783, 0.79996], [-0.66622, 2.53971, -0.08113], [-1.02080, 3.95802, 0.92253], [0.52914, 2.65792, 2.19537], [-1.70569, 1.62818, 3.84451], [-0.57533, 2.93739, 4.16115], [-2.04161, 3.25503, 3.21339], [2.07895, 0.67996, 2.48219], [0.44694, -0.63247, 4.72006], [2.05959, 0.09899, 4.81864], [0.63647, 1.12914, 4.55586], [2.15545, -1.51276, 1.42288], [2.55747, -1.76927, 3.14987], [0.92491, -2.17438, 2.51285], [-1.54470, -1.43430, 1.38672], [-1.67871, -0.58723, 4.34290], [-2.64824, -1.88514, 3.62647], [-0.87757, -2.03751, 3.66099], [-3.02149, 0.46246, 0.83634], [-3.82230, -0.58426, 2.02833], [-3.11028, 0.95670, 2.55227]],
  "atomic_forces_ev_per_a": [[0.75, 0.76, -0.95], [-0.52, -0.88, 0.50], [-0.29, -3.15, -4.40], [-1.72, -2.80, 2.99], [0.90, -0.24, -0.22], [-0.30, -0.35, 1.20], [6.93, 6.79, 1.89], [2.00, -0.35, -0.40], [-2.47, 0.37, -0.56], [-0.99, 0.27, -0.10], [-0.59, 0.29, 0.52], [-0.79, -0.30, 0.55], [1.05, -0.33, 0.22], [0.77, 0.39, 0.19], [0.87, -0.51, 0.62], [6.94, 6.12, -2.74], [-4.69, 7.12, -2.51], [-4.98, -3.93, -1.45], [-3.88, -4.57, 1.82], [2.65, -5.66, 1.34], [0.32, -0.20, -0.06], [0.29, 0.03, -0.09], [-0.26, 0.01, 0.23], [0.21, -0.12, -0.05], [-0.45, -0.17, -0.06], [0.21, 0.00, -0.16], [0.15, 0.04, -0.21], [-0.19, 0.27, 0.02], [0.23, -0.06, 0.07], [0.02, 0.07, 0.17], [-0.38, 0.20, -0.02], [-0.29, -0.01, -0.18], [0.25, -0.14, 0.01], [-0.33, -0.06, 0.06], [-0.28, -0.17, -0.11], [0.15, 0.14, -0.17], [-0.11, 0.07, -0.29], [-0.37, 0.27, -0.07], [-0.07, 0.26, 0.13], [0.26, 0.35, -0.56], [-0.28, -0.04, 0.56], [-1.32, 0.93, 2.91], [0.65, -0.10, -0.50], [-0.30, 0.04, 0.50], [-0.18, -0.01, -0.01], [-0.30, -0.72, -0.49], [0.22, -0.02, 0.38], [-0.01, 0.22, -0.04], [0.39, 0.13, 0.01], [-0.24, 0.20, 0.11], [-0.18, -0.35, 0.00], [-0.21, -0.31, -0.07], [0.09, 0.33, -0.07], [-0.17, -0.05, -0.26], [0.27, -0.27, 0.03], [-0.16, -0.14, 0.12], [0.28, 0.26, -0.08], [-0.21, 0.05, -0.25], [0.22, -0.27, -0.02], [0.08, -0.09, 0.26], [-0.23, -0.05, -0.29], [0.40, 0.07, 0.11], [-0.12, 0.14, 0.30], [-0.06, -0.28, -0.19], [0.40, 0.27, -0.22], [-0.33, 0.25, 0.05], [-0.05, 0.08, 0.29], [0.40, 0.21, -0.02], [-0.07, -0.33, -0.30]],
  "mulliken_charge": [0.2038, 0.1332, -0.7672, 0.5766, -0.0167, 1.6380, 0.0055, 1.1451, 0.9535, -1.3279, -1.4797, -1.5074, -1.2274, -1.1210, -1.0077, 0.0846, 0.0758, -0.1577, -0.1679, -0.1963, 0.2601, 0.3199, 0.5124, 0.2930, 0.4837, 0.3539, 0.4047, 0.4927, 0.4524, 0.5353, 0.1857, 0.3110, 0.5329, 0.3104, 0.1328, 0.5399, 0.1980, 0.1770, -1.2636, 0.5583, -1.7067, -0.1528, 0.4791, -1.3296, -0.9615, 1.2686, -1.4307, -1.6303, 0.4365, -0.0203, 0.5086, 0.7965, 0.4338, 0.3842, 0.4210, 0.4574, 0.3457, 0.4742, 0.2670, 0.0113, 0.5456, 0.1569, 0.4383, 0.3172, 0.4862, 0.3841, 0.0658, 0.5882, 0.3359],
  "homo_energy_ev": [-21.168, -21.198],
  "multiplicity": 7,
  "lumo_ev": [-15.89, -15.83],
  "energy_ha": -4831.48810,
  "molar_mass_da": 780.4,
  "homo_lumo_gap_ev": [5.28, 5.37],
  "total_charge": 4
}